Entry w
Molecular formula: C3H9ClN3
Method: DFT, wB97M-V/def2-TZVPD

Geometry as XYZ:
```
16
Properties=species:S:1:pos:R:3
C -0.364 0.955 -0.169
C -1.694 1.041 0.458
C -0.361 -1.414 0.468
N 0.234 1.994 -0.529
N 0.185 -0.294 -0.176
N 1.595 -0.603 -0.783
Cl 3.431 -0.030 0.388
H -1.702 0.639 1.542
H -2.057 2.036 0.513
H -2.502 0.395 0.075
H -1.357 -1.587 0.049
H 0.322 -2.229 0.194
H -0.451 -1.301 1.558
H 1.126 1.952 -1.106
H 1.723 -1.591 -0.977
H 1.873 0.036 -1.505
```

Net charge: +1
Molar mass (g/mol): 122.6
Multiplicity: 1
LUMO (alpha / beta) (eV): -6.8488 / -7.8621
HOMO level (alpha / beta) (eV): -15.21 / -14.32

---

Entry x
Molecular formula: C3H9ClN3
Method: DFT, wB97M-V/def2-TZVPD

Geometry as XYZ:
```
16
Properties=species:S:1:pos:R:3
H 2.836 -0.300 1.259
N 1.879 -0.358 1.366
C 1.219 -0.786 0.405
Cl 1.725 -1.212 -1.167
C -0.426 -0.497 0.428
N -0.811 -0.550 1.841
C -0.834 0.786 -0.285
N -0.572 0.643 -1.788
H -0.856 -1.318 -0.051
H -0.050 -1.066 2.256
H -0.577 0.354 2.107
H -0.250 1.676 0.097
H -1.965 0.951 -0.034
H 0.183 -0.076 -1.875
H -0.111 1.456 -2.173
H -1.391 0.299 -2.383
```

Net charge: +1
Molar mass (g/mol): 122.6
Multiplicity: 1
LUMO (eV): -3.7281
HOMO level (eV): -13.89
SMILES: [H]/N=C(\Cl)[C@@H](N)C[NH3+]

---

Referenced to the most stable arrangement, the calculated values in kcal/mol are entry w 83.2; entry x 0.0.

---

Entry w
Molecular formula: H22O11
Method: DFT, wB97M-V/def2-TZVPD

Geometry as XYZ:
```
33
Properties=species:S:1:pos:R:3
O 0.051 1.866 2.220
H 0.256 2.821 2.344
H 0.820 1.489 1.863
O 2.359 0.497 1.637
H 2.883 0.839 2.362
H 2.975 0.532 0.934
O -1.872 3.352 0.602
H -1.984 2.510 1.010
H -0.954 3.396 0.276
O 1.460 -1.755 -1.289
H 2.081 -1.347 -1.917
H 1.994 -1.973 -0.535
O -0.288 0.131 -0.531
H 0.261 0.893 -0.401
H 0.240 -0.623 -0.783
O 0.572 3.166 -0.371
H 1.322 3.423 0.176
H 0.431 3.901 -0.975
O 0.719 -1.761 2.144
H 0.327 -2.009 1.307
H 0.991 -0.866 2.093
O -2.506 0.336 0.973
H -1.784 0.066 0.409
H -3.311 -0.008 0.658
O -0.498 -3.303 0.213
H 0.338 -3.733 0.419
H -1.222 -3.973 0.238
O -0.548 0.600 -3.129
H -0.559 0.329 -2.190
H -1.121 1.365 -3.143
O -1.016 -3.229 -2.539
H -1.762 -3.779 -2.409
H -0.654 -3.156 -1.668
```

Molar mass (g/mol): 198.2
Multiplicity: 1
LUMO (eV): -0.5873
HOMO level (eV): -9.82
SMILES: O.O.O.O.O.O.O.O.O.O.O

---

Entry x
Molecular formula: H22O11
Method: DFT, wB97M-V/def2-TZVPD

Geometry as XYZ:
```
33
Properties=species:S:1:pos:R:3
H 0.089 -0.793 0.639
H 0.485 -1.218 -0.628
H 1.018 3.756 -0.832
H -0.382 3.593 -0.235
H -1.441 -0.306 4.944
H -2.209 -0.507 3.708
H 2.345 -2.926 1.123
H 1.740 -1.817 0.181
H -0.816 0.059 -3.020
H -0.280 1.040 -2.065
H 2.157 2.440 -2.695
H 3.016 1.308 -3.074
H 2.703 -1.272 -1.134
H 2.596 -2.194 -2.220
H 0.477 -1.324 3.309
H 0.687 -2.618 2.393
H -4.949 -1.393 -1.681
H -3.691 -0.808 -1.112
H -1.273 0.167 0.366
H -2.372 -0.827 -0.178
H -0.338 1.448 1.605
H -1.778 1.195 1.560
O 0.229 -0.420 -0.242
O 0.177 4.199 -0.737
O -1.395 -0.802 4.149
O 1.781 -2.119 1.088
O -0.207 0.806 -2.982
O 2.518 1.689 -2.266
O 3.185 -1.981 -1.470
O 1.005 -1.702 2.624
O -4.461 -0.558 -1.474
O -1.421 -0.644 -0.271
O -1.134 1.906 1.462
```

Molar mass (g/mol): 198.2
Multiplicity: 1
LUMO (eV): -0.2816
HOMO level (eV): -9.02

---

Referenced to the most stable arrangement, the calculated values in kcal/mol are entry w 0.0; entry x 196.0.

---

Entry w
Molecular formula: C5H10FN
Method: DFT, wB97M-V/def2-TZVPD

Geometry as XYZ:
```
17
Properties=species:S:1:pos:R:3
C -0.575 -0.690 0.486
C 0.233 0.512 0.042
C -1.646 -1.180 -0.477
C 0.974 1.283 1.069
C 0.553 0.747 -1.384
N 0.565 -1.588 0.467
F 1.208 -1.558 1.699
H -0.986 -0.546 1.493
H -2.243 -0.346 -0.839
H -2.299 -1.888 0.029
H -1.182 -1.689 -1.317
H 1.128 2.302 0.717
H 1.962 0.852 1.256
H 0.440 1.303 2.019
H 1.614 0.947 -1.536
H 0.001 1.630 -1.717
H 0.254 -0.090 -2.005
```

Molar mass (g/mol): 103.1
Multiplicity: 1
LUMO (alpha / beta) (eV): 0.4063 / 0.5351
HOMO level (alpha / beta) (eV): -7.88 / -8.80

---

Entry x
Molecular formula: C5H10FN
Method: DFT, wB97M-V/def2-TZVPD

Geometry as XYZ:
```
17
Properties=species:S:1:pos:R:3
C -0.801 1.063 1.624
C -0.513 -1.190 0.616
C 0.410 -1.325 -0.509
C 0.616 0.072 -0.380
C 0.564 0.717 -1.903
H -1.442 2.324 1.555
H -1.619 0.209 2.532
H 0.278 1.241 2.114
H -1.516 -1.668 0.755
H 0.190 -1.315 1.509
H -0.081 -1.410 -1.484
H 1.322 -2.029 -0.456
H 1.281 0.700 0.234
H -0.122 0.333 -2.465
H 0.406 1.715 -1.701
N -0.691 0.209 0.358
F 1.719 0.354 -2.399
```

Molar mass (g/mol): 103.1
Multiplicity: 1
LUMO (eV): 0.9339
HOMO level (eV): -8.77

---

Referenced to the most stable arrangement, the calculated values in kcal/mol are entry w 0.0; entry x 44.1.